The following is a DFT calculation (the ωB97M-V functional and the def2-TZVPD basis) of a structure of composition C25H24Br2Cl5MoNO3 at a distorted geometry.

Values from the calculation:
Charge: +2
HOMO-LUMO gap in eV: 6.99

Geometry as XYZ:
```
61
Properties=species:S:1:pos:R:3:forces:R:3
Mo 0.42667 0.24156 0.49716 -0.99 -0.33 0.79
C -4.01214 6.07180 -1.55631 0.00 0.02 0.00
C -4.60958 5.18633 -0.46316 0.02 -0.02 0.00
C -4.84093 6.03786 0.79448 -0.02 0.01 0.00
C -5.94863 4.62552 -0.96375 -0.01 0.01 -0.01
C -3.68196 4.03047 -0.09647 0.00 0.01 0.01
C -2.39855 3.91083 -0.63562 -0.02 -0.01 0.00
C -1.63078 2.85109 -0.22731 -0.02 -0.06 -0.07
Br 0.13157 2.59594 -0.92331 0.14 0.34 0.18
C -2.07196 1.89836 0.68580 0.11 -0.08 -0.01
O -1.15913 0.91865 1.00968 -0.14 0.02 -0.18
C -3.34416 1.97672 1.24431 -0.05 0.01 0.00
C -4.10333 3.06713 0.81623 0.00 0.01 0.03
C -3.95337 1.01689 2.27491 0.02 0.03 -0.04
C -5.27819 0.47085 1.72018 0.00 -0.02 0.02
C -3.07241 -0.18574 2.62852 -0.01 0.00 0.03
C -4.21634 1.81019 3.56466 -0.02 0.00 0.00
H -4.72310 6.85803 -1.80805 0.00 0.00 0.00
H -3.80998 5.51100 -2.47155 -0.01 0.00 0.00
H -3.09297 6.56284 -1.22982 0.00 -0.01 0.00
H -5.50657 6.86847 0.55741 0.00 0.00 0.00
H -3.90290 6.45142 1.16871 0.00 0.00 0.00
H -5.30435 5.46001 1.59555 0.00 0.00 0.00
H -6.60005 5.44935 -1.25631 0.00 0.00 0.00
H -6.47170 4.05576 -0.19507 0.01 -0.01 0.00
H -5.80756 3.98146 -1.83349 0.00 0.00 0.00
H -2.01823 4.62384 -1.35163 0.01 0.00 0.00
H -5.09413 3.17444 1.23485 0.00 0.00 0.00
H -5.11099 -0.13813 0.82972 0.00 0.01 -0.01
H -5.97878 1.26279 1.46100 0.00 0.00 0.01
H -5.75627 -0.15472 2.47498 0.01 -0.01 -0.01
H -2.84107 -0.79706 1.75371 0.00 0.00 0.00
H -3.62338 -0.81419 3.32893 0.00 0.00 0.00
H -2.14397 0.11407 3.11923 -0.01 0.00 -0.01
H -4.94154 2.60855 3.40941 0.01 0.01 0.00
H -3.29740 2.25780 3.94799 0.00 -0.01 0.00
H -4.61696 1.14383 4.32971 -0.01 0.00 0.00
O 1.45062 -4.54944 4.19656 -0.02 -0.03 -0.03
C 1.12405 -3.61761 3.32737 0.00 -0.03 0.01
C 0.56555 -3.87718 2.06530 -0.02 0.01 0.00
C 0.26568 -2.82661 1.24011 -0.13 0.00 0.11
N 0.48509 -1.54446 1.60559 0.12 -0.08 -0.14
C 1.03413 -1.33201 2.81001 -0.03 0.03 0.06
Br 1.31966 0.53978 3.05572 0.23 0.05 -0.26
C 1.37017 -2.28631 3.71428 -0.03 0.03 0.03
H 1.26655 -5.44752 3.88236 0.01 0.04 0.02
H 0.36999 -4.89016 1.74027 0.01 0.00 0.00
H -0.17018 -2.97922 0.26254 0.02 -0.01 -0.01
H 1.80804 -2.05913 4.67559 0.01 -0.01 0.00
Cl 2.03956 0.45811 -6.36471 -0.01 0.00 -0.01
C 2.01561 0.29349 -4.66988 0.08 0.01 0.01
C 3.18758 0.50485 -3.92935 -0.07 -0.01 0.00
Cl 4.63596 0.92100 -4.71723 0.01 0.01 0.00
C 3.18107 0.37689 -2.53390 0.04 -0.01 -0.06
Cl 4.57095 0.62108 -1.57428 -0.02 0.01 -0.01
C 1.99091 0.04181 -1.92717 -0.78 -0.47 0.05
O 1.82915 -0.13767 -0.58928 1.41 0.53 0.00
C 0.82667 -0.17031 -2.65811 0.25 0.03 -0.21
Cl -0.58885 -0.60271 -1.71155 0.00 0.04 -0.26
C 0.81541 -0.05218 -4.03203 -0.12 -0.04 -0.03
Cl -0.62443 -0.31965 -4.90755 0.00 0.00 0.01
```
Forces are in eV/Å.

=====

The following is a DFT calculation (the ωB97M-V functional and the def2-TZVPD basis) of a structure of composition C25H24BrGaNO2 at a distorted geometry.

Values from the calculation:
Charge: -1
HOMO-LUMO gap (spin up / spin down) in eV: 5.60 / 5.60

Geometry as XYZ:
```
54
Properties=species:S:1:pos:R:3:forces:R:3
C 0.56890 -2.89875 -2.12691 1.16 -0.31 1.39
C 1.54579 -3.16320 -1.09601 0.00 0.75 -1.27
C 0.86802 -3.55658 0.06161 0.33 -0.26 0.71
H 2.64957 -3.10200 -1.19843 -1.03 0.15 0.02
C -0.51025 -3.61081 -0.18220 -0.67 0.26 -0.55
C -0.71439 -3.24311 -1.54467 -0.75 0.55 0.85
H -1.63888 -3.31698 -2.10324 0.03 -0.24 -0.09
H 0.77605 -2.80684 -3.17100 0.02 -0.08 -0.55
H 1.36673 -3.79497 1.03458 -0.57 0.19 -1.02
H -1.29450 -3.90295 0.53522 0.54 0.29 -0.52
Ga -0.74361 -0.71527 -2.25660 1.64 -0.53 0.91
Br 0.61896 1.01395 -3.11814 0.19 0.22 0.62
C -2.20649 -0.37236 -4.60571 0.79 0.28 1.07
C -2.82099 -1.65695 -4.59186 0.69 -1.90 -0.65
C -1.91683 -2.58154 -5.19465 -1.06 1.03 0.32
H -3.85421 -1.87211 -4.33824 0.24 0.04 0.24
C -0.74800 -1.86622 -5.59143 -0.86 1.41 -0.04
C -0.94610 -0.49755 -5.26368 0.36 -1.50 -0.87
H -0.31205 0.31213 -5.60199 -0.08 -0.19 0.38
H -2.68444 0.56841 -4.35097 0.02 -0.13 -0.08
H -2.14398 -3.60944 -5.46318 0.10 0.10 0.35
H 0.06084 -2.26104 -6.19947 -0.03 0.06 0.29
C -0.80881 4.70698 1.36844 0.00 0.00 0.20
C 0.34311 3.77497 1.04345 0.10 0.36 -0.59
C 1.01723 3.97926 -0.16427 -0.19 -0.23 0.32
C 2.03908 3.12169 -0.55607 0.17 0.59 -0.07
C 2.39917 2.06218 0.24645 -0.43 -0.23 0.52
C 1.69259 1.80332 1.43307 -0.32 0.84 -0.48
N 1.98746 0.65926 2.17035 1.00 -0.80 0.46
C 1.09216 -0.19470 2.80861 -0.05 -0.60 -0.33
C 1.50285 -0.82084 4.01369 -0.50 -0.53 -0.29
C 0.58612 -1.52583 4.79657 0.00 0.49 -0.49
C -0.76751 -1.48398 4.42155 0.02 0.08 0.01
C -1.14594 -0.90503 3.19532 0.37 -1.07 -0.31
C -0.17710 -0.48567 2.25014 0.04 1.07 0.73
C -0.56603 -0.10737 0.79346 -0.80 1.43 -1.22
O -1.63352 0.55214 0.64694 1.32 -1.47 0.30
O 0.22716 -0.41951 -0.20227 -1.78 -0.10 1.04
C 0.71584 2.72161 1.88041 0.14 -0.33 -0.02
C 0.06651 2.62574 3.23203 -0.49 0.11 0.36
H -1.74954 4.15052 1.51691 0.34 0.13 -0.07
H -0.64259 5.31152 2.27581 0.02 -0.22 -0.23
H -0.94473 5.40446 0.53550 -0.07 -0.12 0.15
H 0.71803 4.82373 -0.78009 0.08 -0.21 -0.08
H 2.54342 3.29741 -1.50403 -0.02 -0.11 0.20
H 3.19566 1.38929 -0.03087 -0.03 -0.19 -0.21
H 2.96419 0.38701 2.25042 -0.41 0.26 -0.17
H 2.56859 -0.85607 4.23804 -0.19 0.38 0.20
H 0.90921 -2.03648 5.71404 -0.17 0.21 -0.49
H -1.50116 -1.96196 5.08730 0.18 0.42 -0.46
H -2.19795 -0.90499 2.90704 0.30 -0.07 -0.07
H -0.87452 2.04478 3.19650 0.35 0.21 0.01
H 0.70318 2.17584 4.00378 -0.02 -0.04 -0.33
H -0.18233 3.64488 3.57873 0.04 -0.47 -0.09
```
Forces are in eV/Å.

=====

The following is a DFT calculation (the ωB97M-V functional and the def2-TZVPD basis) of a structure of composition C25H24Cl2N8O4STi.

Values from the calculation:
Charge: +2
HOMO-LUMO gap in eV: 4.80

Geometry as XYZ:
```
65
Properties=species:S:1:pos:R:3:forces:R:3
Ti -1.44529 0.43962 0.95306 0.26 -0.38 -0.14
N -3.28500 0.37839 -0.39185 -0.02 -0.09 -0.04
N -3.95910 -0.78070 0.04499 0.02 0.05 0.02
C -4.09293 -0.88885 1.39570 -0.05 0.09 0.09
N -4.93252 -1.77937 1.87708 -0.05 0.03 0.04
N -3.32221 -0.02264 2.07462 0.07 -0.12 -0.17
N -3.55596 0.06476 3.47402 -0.08 -0.16 0.08
O -3.80048 -0.95354 4.08870 0.07 0.04 -0.07
O -3.47006 1.16848 3.92442 0.01 0.12 0.02
H -3.93264 1.16279 -0.46495 0.04 -0.01 0.00
H -2.86244 0.18107 -1.29814 -0.05 0.03 0.02
H -4.64389 -1.19565 -0.57309 0.00 0.02 0.04
H -5.55049 -2.29546 1.27028 0.01 -0.02 0.02
H -4.93862 -1.96938 2.87159 0.02 0.00 -0.05
S 0.89504 0.97809 0.57040 -0.08 0.04 0.05
C 0.10166 2.30794 -0.20530 -0.04 -0.02 0.16
C 0.69765 3.33667 -0.93285 -0.01 0.08 -0.05
C -0.11401 4.32129 -1.44597 0.03 -0.01 0.00
C -1.50298 4.28631 -1.23201 0.04 0.05 -0.03
C -2.02685 3.25270 -0.51347 0.04 -0.08 0.07
N -1.23409 2.27349 -0.00592 -0.02 0.14 -0.08
H 1.76847 3.33992 -1.07680 0.00 0.00 -0.01
H 0.31880 5.13449 -2.01405 0.00 0.00 0.00
H -2.14497 5.06612 -1.61434 -0.01 -0.01 0.01
H -3.08308 3.19946 -0.28152 -0.01 0.01 -0.02
C -0.01258 1.72138 5.45729 -0.01 0.03 0.00
C -0.52227 2.67460 4.58612 0.02 0.00 0.06
C -0.92878 2.27856 3.33304 0.03 -0.06 -0.05
N -0.83379 1.00131 2.92378 -0.09 0.04 -0.07
C -0.32010 0.08160 3.75696 -0.07 -0.05 -0.01
C 0.08573 0.40490 5.03472 0.04 0.02 -0.01
H 0.30435 2.00252 6.45253 0.00 0.00 0.00
H -0.61504 3.71146 4.87497 0.00 0.00 0.00
H -1.34756 2.98952 2.63306 0.00 0.00 0.00
H -0.24023 -0.92833 3.37604 -0.01 0.00 0.01
H 0.48185 -0.36660 5.67894 0.00 0.00 0.00
Cl 3.25472 -3.66660 -3.54975 0.01 -0.01 0.02
C 3.10138 -2.07815 -4.21449 0.04 -0.04 0.00
C 3.78856 -1.76833 -5.37492 0.01 0.01 -0.03
C 3.62461 -0.52631 -5.96757 0.02 -0.02 -0.01
C 2.77207 0.40645 -5.40187 -0.03 0.00 0.05
C 2.12008 0.08606 -4.22507 0.02 0.03 -0.09
Cl 1.03737 1.25910 -3.51408 -0.02 0.07 0.01
C 2.26863 -1.14608 -3.59127 -0.01 0.08 0.05
N 1.56259 -1.44759 -2.42030 -0.02 -0.21 -0.10
C 2.20660 -1.81006 -1.22609 0.03 0.10 0.00
C 3.54798 -1.50787 -0.99075 0.02 -0.01 -0.02
C 4.14951 -1.87065 0.19923 -0.04 -0.02 0.03
C 3.42533 -2.53174 1.18893 0.06 0.04 -0.03
C 2.09732 -2.83620 0.96243 -0.07 -0.01 -0.05
C 1.48990 -2.50039 -0.24587 -0.03 -0.04 0.05
C 0.03904 -2.86651 -0.51890 -0.04 -0.01 -0.09
C -0.70415 -1.67111 -0.07430 0.01 0.10 0.08
O -1.02110 -0.70338 -0.82545 0.00 -0.06 0.05
O -0.95344 -1.45211 1.18441 -0.11 0.16 0.05
H 4.43107 -2.51514 -5.81969 0.00 0.00 0.00
H 4.15284 -0.29090 -6.88101 -0.01 0.00 0.01
H 2.61652 1.37397 -5.85735 0.00 0.00 0.00
H 0.70020 -0.93584 -2.31718 0.05 0.07 0.06
H 4.11547 -0.98546 -1.75121 -0.01 -0.01 0.01
H 5.19280 -1.63388 0.36031 0.00 0.00 0.00
H 3.90236 -2.82273 2.11458 0.00 0.00 -0.01
H 1.52640 -3.37709 1.70891 0.01 0.00 0.00
H -0.27417 -3.74934 0.03528 0.05 0.05 0.10
H -0.10611 -3.00905 -1.58899 -0.04 -0.06 -0.01
```
Forces are in eV/Å.

=====

Looking at E for the records above, in order, we have -238485.9122 -154318.1234 -105407.5676 eV.